# 1
145
Properties=species:S:1:pos:R:3:forces:R:3 method="wB97M-V/def2-TZVPD" e_homo_ev=-5.476 total_charge=+1
C 11.40663 9.40808 4.63999 -0.4 0.0 0.0
C 12.60307 9.24946 5.50718 -0.1 -0.9 -0.2
O 13.61571 8.73408 5.14948 0.8 0.3 0.0
N 12.50194 9.64230 6.94955 0.3 0.7 -0.2
H 11.95441 10.53455 6.95796 -1.1 -0.6 0.4
H 12.04305 8.88204 7.45949 -0.8 0.5 -0.1
C 13.79055 9.94704 7.67634 -0.2 -0.5 0.0
H 11.33589 10.42564 4.25221 -0.1 0.1 0.4
H 10.46859 9.17229 5.14964 0.0 0.4 0.2
H 11.52273 8.73753 3.79044 0.2 -0.1 0.1
H 14.52429 10.22508 6.94633 0.1 0.6 0.0
H 14.24091 9.09989 8.18618 -0.5 -0.3 -0.1
H 13.48600 10.69822 8.39476 0.5 0.3 0.0
C 12.68825 17.52077 9.89249 -0.7 -0.5 0.0
C 12.89825 17.91656 8.47323 0.4 1.7 0.7
O 12.06684 18.23522 7.70463 -0.5 -0.3 -0.8
N 14.34734 18.15056 8.08979 -0.1 -1.2 1.1
H 14.71260 19.02866 8.47067 -0.2 0.2 -0.3
H 14.88320 17.47026 8.68051 1.1 0.0 -0.4
C 14.61897 17.92209 6.65759 -0.2 -0.8 -0.1
H 13.20060 18.13252 10.63352 0.4 0.0 -0.3
H 12.93779 16.46212 9.99456 0.1 0.1 0.1
H 11.62117 17.63321 10.07723 0.0 -0.1 0.0
H 15.69157 17.95765 6.50589 0.0 0.4 -0.1
H 13.99114 18.55759 6.04438 0.3 0.5 0.1
H 14.29951 16.90146 6.44787 0.1 -0.1 0.1
C 11.64470 15.56767 -0.33864 0.1 -0.5 1.0
C 11.47353 14.84841 0.97426 0.2 0.7 -0.4
O 11.63073 13.70155 1.18207 0.1 -0.9 0.2
N 11.24527 15.73793 2.18630 0.0 -0.7 -0.1
H 12.04284 16.37442 2.27174 -0.2 0.2 -0.1
H 10.40052 16.28838 2.01124 0.1 0.2 0.2
C 11.10151 14.99922 3.52451 0.3 0.9 -0.6
H 12.00402 14.78386 -0.99756 -0.1 0.3 -0.4
H 12.41440 16.32341 -0.15775 -0.1 0.2 -0.4
H 10.72024 16.02443 -0.68412 0.0 0.1 -0.1
H 10.23278 14.35412 3.46033 -0.2 0.2 0.4
H 11.07609 15.87606 4.16416 -0.5 -0.6 0.8
H 11.99117 14.41758 3.73760 0.0 0.0 -0.1
C 16.98029 15.42869 12.24914 -1.0 0.0 0.0
C 16.30543 14.11395 12.45223 1.1 0.8 -0.3
O 16.79991 13.08643 12.74110 -0.6 -0.3 0.2
N 14.78876 14.12948 12.15654 0.6 -1.2 0.1
H 14.51499 13.20632 12.51118 -0.4 0.3 0.4
H 14.35599 14.87683 12.69833 -0.4 0.0 -0.3
C 14.50949 14.05291 10.67518 0.1 0.9 -0.3
H 16.66253 15.84083 11.28368 0.3 0.2 -0.1
H 18.05199 15.30661 12.33361 0.1 0.0 -0.1
H 16.60506 16.13919 12.99277 0.2 0.0 0.1
H 15.23220 13.35818 10.26509 -0.2 -0.3 0.0
H 14.69512 15.00890 10.18441 0.1 0.1 0.3
H 13.47522 13.76422 10.50965 0.0 -0.2 0.0
C 14.84536 13.72144 2.76652 -0.4 0.4 -1.0
C 14.26821 12.35138 2.67209 0.9 1.1 0.6
O 13.35373 11.93163 3.25327 -1.2 -0.9 0.3
N 15.01007 11.37963 1.73704 0.3 0.6 -0.8
H 15.71164 11.88129 1.18611 0.0 0.1 0.2
H 15.54719 10.72019 2.30982 -0.4 -0.3 -0.1
C 13.99868 10.78460 0.79011 0.2 -1.2 0.7
H 15.88572 13.71938 3.08937 0.0 0.0 0.1
H 14.20856 14.33496 3.39745 0.2 -0.3 0.6
H 14.76303 14.19304 1.77761 0.4 -0.2 -0.1
H 13.29032 10.25529 1.42175 -0.3 0.2 -0.1
H 14.47385 10.02536 0.17419 0.2 0.3 -0.2
H 13.53770 11.58302 0.22219 0.0 0.0 0.0
C 16.19056 11.31966 5.38572 0.0 0.9 0.1
C 17.53467 11.23910 4.77392 -0.9 -0.5 0.2
O 17.96462 11.93181 3.91081 0.4 0.0 -0.5
N 18.40786 10.17166 5.37044 0.8 0.9 0.3
H 18.05346 9.89865 6.31978 -0.9 -0.4 1.1
H 18.39218 9.28063 4.86992 -0.1 0.2 -0.2
C 19.83950 10.69328 5.44949 -0.8 -0.7 0.0
H 15.65862 12.20402 5.03207 0.0 -0.1 -0.3
H 16.32461 11.53997 6.45084 -0.2 -0.6 0.2
H 15.61404 10.41178 5.21588 0.0 -0.2 0.4
H 19.84213 11.73227 5.75948 -0.2 0.0 0.1
H 20.22058 10.60401 4.44018 0.5 0.0 0.2
H 20.29863 10.07070 6.21044 0.5 0.0 -0.3
C 17.73333 16.51886 8.91045 1.3 1.3 1.1
O 18.95697 17.25819 9.20914 0.4 -0.7 -0.4
O 16.75230 17.30107 9.30910 -1.9 -0.7 -0.6
C 17.68623 16.00502 7.46496 -0.3 0.1 0.2
F 18.65242 15.09757 7.20616 0.0 -0.1 -0.1
F 16.51309 15.37166 7.29440 -0.2 -0.2 -0.3
F 17.75473 16.94491 6.49580 0.0 0.0 0.1
C 20.01220 17.44729 8.26992 -0.2 1.0 1.1
C 21.19740 17.97272 9.04651 1.8 -0.2 0.0
H 22.09602 17.85186 8.42416 -0.1 0.1 -0.1
H 21.23555 19.01384 9.36581 -0.7 0.1 -0.2
H 21.47453 17.39667 9.93385 -0.6 -0.2 0.0
H 19.68862 18.24420 7.59332 0.2 -0.3 -0.5
H 20.32691 16.54114 7.75326 -0.2 0.0 -0.1
H 17.90623 15.59194 9.49820 -0.4 -0.3 -0.1
C 8.94576 12.10408 6.92454 2.2 0.2 2.4
O 7.91088 12.15636 7.90015 -1.1 -0.3 -1.2
O 9.58246 10.95672 7.09126 0.9 -0.6 -1.6
C 8.57606 12.43222 5.46787 -1.8 -1.1 0.3
F 7.99777 13.64257 5.23900 0.6 0.4 0.0
F 9.64894 12.36281 4.64252 0.4 0.3 -0.2
F 7.67600 11.54688 4.98072 0.3 0.0 -0.1
C 6.75310 12.93940 7.72762 -0.2 0.1 1.2
C 5.70580 12.48227 8.74265 -0.8 0.6 0.5
H 4.86940 11.91329 8.33475 0.3 -0.2 -0.3
H 6.08038 11.92970 9.60320 0.5 -0.1 -0.2
H 5.23775 13.38855 9.14959 0.0 -0.1 0.0
H 6.26884 12.91585 6.74889 0.5 -0.1 -0.2
H 7.01007 13.97433 8.00402 -0.1 0.2 -0.5
H 9.65947 12.90427 7.26125 -0.3 0.7 -0.7
C 7.44327 9.76073 11.38826 -1.8 -1.3 -1.8
O 8.43409 10.50887 10.65814 1.3 0.9 0.1
O 6.99586 8.83924 10.57426 0.1 -0.4 0.5
C 7.88598 9.16187 12.74618 1.1 0.9 -0.1
F 7.78934 10.09792 13.74599 -0.4 -0.2 0.3
F 7.15871 8.11248 13.08425 0.0 0.0 0.4
F 9.20326 8.80303 12.80579 -0.1 -0.5 -0.2
C 9.47923 11.18303 11.32652 -1.2 -0.5 0.6
C 10.02985 12.38252 10.57906 0.8 -0.1 0.5
H 10.76348 12.79276 11.29670 0.1 0.2 -0.2
H 10.59352 12.10517 9.68765 -0.3 -0.1 -0.2
H 9.33018 13.18450 10.35416 -0.3 -0.3 -0.1
H 10.28172 10.46586 11.55105 0.2 0.2 -0.2
H 9.09959 11.48953 12.31234 0.2 0.3 0.0
H 6.59210 10.44085 11.64051 0.4 0.6 0.5
C 17.48441 10.02256 8.73144 2.7 -0.7 -0.4
O 18.44234 9.33484 9.56009 0.1 0.1 0.3
O 17.04317 9.23707 7.76171 -1.0 1.0 -0.8
C 16.56062 10.82038 9.67347 -0.4 -0.7 -0.7
F 15.53808 10.08985 10.16001 0.0 0.2 0.2
F 17.21198 11.37039 10.69904 0.0 0.0 0.0
F 15.99528 11.84989 8.98901 0.0 0.0 -0.1
C 17.92243 8.33922 10.44539 0.1 0.6 0.0
C 19.10969 7.67024 11.08450 0.7 0.1 0.7
H 19.63679 8.40202 11.70607 -0.1 0.1 -0.2
H 18.85186 6.88728 11.79948 -0.3 -0.2 -0.3
H 19.86398 7.30453 10.38838 -0.3 -0.2 -0.2
H 17.24543 7.67406 9.90724 0.1 -0.1 0.0
H 17.38493 8.87530 11.23581 -0.3 -0.4 0.0
H 18.17527 10.80201 8.32264 -0.3 0.6 0.3
P 13.12372 13.89525 6.89658 1.0 -1.1 -0.4
F 14.34534 12.96192 7.44590 -0.4 0.2 0.6
F 12.11536 13.31431 7.95919 0.2 0.1 0.6
F 13.58764 15.12107 7.85630 -0.5 0.1 0.6
F 11.95080 14.75953 6.23671 0.3 0.8 -0.2
F 14.25378 14.47053 5.84180 -0.6 0.3 -1.0
F 12.76663 12.69327 5.86261 0.0 -0.2 -0.4


# 2
27
Properties=species:S:1:pos:R:3:forces:R:3 method="wB97M-V/def2-TZVPD" e_homo_ev=-9.354
C -0.40931 -1.50442 -0.54815 3.2 -1.0 0.7
C -1.58381 0.38455 0.05317 -1.0 0.7 -1.0
C 1.10789 -0.47065 1.52943 0.4 -0.6 0.5
C 1.57045 0.27449 -0.92856 1.5 2.3 -0.7
C 0.74833 0.17850 0.28456 -1.6 -2.0 -2.0
C 2.32733 -1.31399 1.53403 0.0 0.1 5.5
C 1.13331 1.36736 -1.93959 0.5 -0.6 -0.2
C -2.85854 -1.66746 -0.67830 0.4 3.6 -3.7
C -0.54744 2.25756 1.03550 4.2 0.6 0.3
N -1.58868 -0.95460 -0.48214 1.7 0.7 0.5
N -0.41545 0.97573 0.37912 -0.2 -1.0 -0.3
O 0.18260 -2.51741 -0.78123 -1.6 1.9 0.1
O -2.65017 0.93367 0.04294 -1.0 0.6 0.6
O 0.33598 -0.32560 2.44638 -0.2 -0.1 1.2
O 2.63170 -0.29956 -1.13367 -1.1 -0.3 0.4
H 2.21869 -2.15690 1.00726 -0.9 -3.3 -2.2
H 2.79990 -1.68082 2.54655 -1.7 1.0 -1.4
H 3.09418 -0.86556 1.07862 2.8 2.1 -1.9
H 0.81844 2.32414 -1.53260 1.0 0.3 0.5
H 0.17846 1.13881 -2.32225 -1.3 -1.0 -0.9
H 1.83598 1.41898 -2.80067 -0.4 0.1 0.9
H -3.50835 -1.18226 -0.00717 -1.2 -0.3 0.8
H -3.19388 -1.52720 -1.78141 0.3 0.2 1.9
H -2.58514 -2.62809 -0.65728 0.2 -3.9 1.0
H -1.25417 2.77572 0.50589 -1.3 1.8 -1.5
H -0.89344 2.26061 2.02437 -0.5 -0.8 1.6
H 0.50514 2.80442 1.12521 -2.2 -1.2 -0.7


Here are the calculated ΔE to the lowest compared entry with this formula, charge and spin numbers, same order: 0.0, 409.5 (kJ/mol).